2 unconnected molecules or ions with the total composition C11H14N2O in a non-equilibrium geometry. Source: the Open Molecules 2025 dataset; level of theory: ωB97M-V with the def2-TZVPD basis set.

For the HOMO-LUMO gap, the calculation gives 8.653 eV. The SMILES is Cc1ccc(O)cc1.Cc1c[nH]cn1. As for the multiplicity: 1. Its largest force on an atom is 3.350 eV/A. The energy above the lowest of the compared OMol25 structures with the same formula, charge and spin is 2.079 eV. The calculation puts the total energy at -16660.834 eV.

```
28
Properties=species:S:1:pos:R:3:lowdin_charge:R:1
C 2.36 -0.76 -0.81 -0.040
C 2.55 -1.43 0.50 -0.331
C 2.41 -1.67 2.71 -0.117
C 3.19 -2.62 0.84 -0.057
N 2.07 -0.92 1.65 0.050
N 3.22 -2.70 2.22 0.030
H 2.22 -1.56 3.78 0.115
H 3.41 -0.50 -1.14 0.099
H 1.87 0.23 -0.82 0.068
H 3.59 -3.47 2.74 0.136
H 3.73 -3.44 0.38 0.112
H 1.94 -1.24 -1.68 0.070
C -4.17 1.38 -1.77 -0.097
C -0.47 1.32 0.28 -0.344
C -1.15 0.16 0.12 -0.038
C -0.88 2.41 -0.48 -0.031
C -2.46 0.12 -0.41 -0.045
C -2.06 2.41 -1.20 -0.029
C -2.89 1.24 -1.05 -0.321
O 0.74 1.32 0.95 -0.005
H 0.78 0.48 1.44 0.045
H -0.76 -0.70 0.69 0.118
H -0.25 3.29 -0.62 0.116
H -3.03 -0.83 -0.58 0.129
H -2.31 3.34 -1.76 0.124
H -4.60 2.38 -1.67 0.074
H -4.89 0.61 -1.42 0.079
H -4.18 1.16 -2.87 0.093
```